Arrangement i

Formula: C7H13NO
Source: OMol25
Level of theory: the ωB97M-V functional and the def2-TZVPD basis

Element x y z (Å)
C1 -0.2843 -0.4329 0.4202
C2 -1.1130 0.7989 0.6454
C3 2.6033 0.4059 -0.7729
C4 -0.2708 -1.0866 -0.9072
C5 0.1877 -1.1928 1.6009
N1 -0.2458 1.8302 0.0768
O1 1.8344 0.5280 0.3931
C6 -2.4493 0.6860 0.0639
C7 -3.5356 0.6002 -0.4429
H1 -1.2219 0.9732 1.7213
H2 1.0376 1.3095 0.2529
H3 -0.4809 1.9415 -0.9081
H4 2.0143 0.5998 -1.6837
H5 3.0266 -0.6032 -0.8460
H6 3.4425 1.1143 -0.7691
H7 0.5705 -0.5277 2.3726
H8 -0.5909 -0.4213 -1.7054
H9 0.7072 -1.5062 -1.1413
H10 -0.9801 -1.9242 -0.8579
H11 -0.6973 -1.7036 2.0137
H12 0.9478 -1.9309 1.3547
H13 -4.5020 0.5420 -0.8808

Properties
charge = 0
orbital gap (alpha / beta) = 0.2706 / 0.2707 Ha
LUMO (alpha / beta) = -0.510 / -0.509 eV

Results of the Löwdin charge analysis, in e, for atoms 1 through 2: -0.18 -0.45

***

Arrangement ii

Formula: C7H13NO
Source: OMol25
Level of theory: the ωB97M-V functional and the def2-TZVPD basis

Element x y z (Å)
C1 0.1195 1.6045 1.0386
C2 0.1961 -2.2323 -1.2147
C3 -1.8838 0.9726 -1.6308
C4 -0.1093 -0.8439 -0.7765
C5 0.8092 0.0380 0.6649
C6 -0.9592 0.0581 -0.9949
N1 0.3838 -0.7442 1.7995
C7 2.1354 0.2128 0.3273
O1 -0.9991 1.5956 1.8850
H1 -0.7405 1.0287 2.6288
H2 0.9333 -1.5922 1.8357
H3 -0.5833 -1.0420 1.7823
H4 0.9746 2.0107 1.5884
H5 -0.0590 2.3023 0.2210
H6 -0.2158 -2.4614 -2.1969
H7 -0.1830 -2.9619 -0.4959
H8 1.2770 -2.3812 -1.2603
H9 -2.3404 0.5203 -2.5190
H10 -2.6474 1.2528 -0.9005
H11 -1.3636 1.8861 -1.9310
H12 2.7136 1.0464 0.6971
H13 2.5419 -0.2696 -0.5480

Properties
charge = 0
orbital gap (alpha / beta) = 0.2302 / 0.2999 Ha
LUMO (alpha / beta) = -0.039 / 0.726 eV

Results of the Löwdin charge analysis, in e, for atoms 1 through 2: -0.19 -0.06

***

Arrangement iii

Formula: C7H13NO
Source: OMol25
Level of theory: the ωB97M-V functional and the def2-TZVPD basis

Element x y z (Å)
O1 2.3403 -1.3543 -0.3964
C1 1.5366 -0.5370 0.3909
C2 1.8473 1.0176 0.2634
C3 0.5385 1.7031 -0.1655
N1 -0.4511 0.7182 0.1878
C4 -1.8219 0.7640 -0.1848
C5 -2.1965 -0.6777 0.0419
C6 -0.9243 -1.5977 0.1846
C7 0.1136 -0.5993 -0.2485
H1 3.4097 -1.0658 -0.3365
H2 1.5028 -0.8090 1.4655
H3 2.7183 0.9105 -0.4875
H4 2.1337 1.4006 1.2624
H5 0.6090 1.9256 -1.2801
H6 0.2629 2.6043 0.4019
H7 -2.4260 1.3604 0.4801
H8 -1.9012 1.0548 -1.2715
H9 -2.8366 -0.7723 0.9198
H10 -2.9194 -1.0290 -0.7380
H11 -0.7615 -1.8925 1.2402
H12 -1.0175 -2.4521 -0.4249
H13 0.2432 -0.6725 -1.3049

Properties
structure (SMILES) = O[C@H]1CCN2CCC[C@H]12
charge = 0
orbital gap = 0.3438 Ha
LUMO = 0.880 eV

Results of the Löwdin charge analysis, in e, for atoms 1 through 2: -0.09 -0.36

***

Arrangement iv

Formula: C7H13NO
Source: OMol25
Level of theory: the ωB97M-V functional and the def2-TZVPD basis

Element x y z (Å)
C1 0.6354 0.3520 -1.8557
C2 0.4921 0.4335 -0.3328
C3 1.4542 -0.5594 0.3253
C4 0.8564 1.8472 0.1323
C5 -0.9872 0.1674 0.0402
C6 -1.4113 -1.3093 0.1371
C7 -1.6591 -1.4105 1.6143
N1 -1.5850 -0.3011 2.2168
O1 -1.2620 0.7036 1.3553
H1 0.0603 1.1377 -2.3360
H2 0.2862 -0.6094 -2.2277
H3 1.6811 0.4698 -2.1358
H4 1.3681 -1.5543 -0.1051
H5 1.2753 -0.6218 1.3977
H6 2.4775 -0.2223 0.1713
H7 0.1407 2.5697 -0.2521
H8 0.8490 1.9059 1.2159
H9 1.8475 2.1142 -0.2291
H10 -1.6229 0.7319 -0.6513
H11 -0.6521 -2.0077 -0.2016
H12 -2.3315 -1.5127 -0.4173
H13 -1.9128 -2.3243 2.1383

Properties
structure (SMILES) = CC(C)(C)[C@H]1CC=NO1
charge = 0
orbital gap = 0.3696 Ha
LUMO = 0.817 eV

Results of the Löwdin charge analysis, in e, for atoms 1 through 2: -0.05 -0.56

***

arrangement iv wins, 2.6 kcal/mol ahead of the next structure.

***

Arrangement i

Formula: C6H15N2O
Source: OMol25
Level of theory: the ωB97M-V functional and the def2-TZVPD basis

Element x y z (Å)
C1 -1.1490 -0.2334 -0.0568
C2 -0.7178 -1.1323 -1.2040
C3 -3.0539 1.0785 1.0695
C4 2.6904 -0.0081 1.0889
C5 -2.6125 0.0127 0.0036
C6 1.8149 -1.0416 1.3326
N1 -0.2687 0.2105 0.7293
N2 2.8953 0.3638 -1.7130
O1 1.2904 -2.0328 1.4074
H1 -0.3911 -0.5582 -2.0899
H2 0.2038 -1.7073 -1.0396
H3 -1.5576 -1.8595 -1.2433
H4 -4.1484 1.3000 0.8637
H5 -2.9046 0.6563 2.1048
H6 -2.5411 2.0568 0.8224
H7 3.5096 -0.0653 1.8825
H8 2.9357 -0.0297 -0.0010
H9 2.0132 0.9863 1.2655
H10 -3.2869 -0.7652 0.3797
H11 -2.9229 0.3213 -0.9440
H12 2.1898 -0.0035 -2.2699
H13 -0.5993 0.9517 1.3602
H14 2.7555 1.3415 -1.7423
H15 3.8552 0.1576 -2.0060

Properties
charge = +1
orbital gap = 0.3674 Ha
LUMO = -3.777 eV

Results of the Löwdin charge analysis, in e, for atoms 1 through 2: -0.41 -0.03

***

Arrangement ii

Formula: C6H15N2O
Source: OMol25
Level of theory: the ωB97M-V functional and the def2-TZVPD basis

Element x y z (Å)
C1 0.0156 -2.1311 -0.4763
C2 -1.9113 0.1883 -1.4279
C3 0.9475 -0.4364 1.9465
C4 -0.1474 1.5711 1.2019
C5 -0.4178 0.4832 -1.5289
C6 0.4520 -0.1712 -0.4761
N1 1.8177 0.0818 -0.6440
N2 0.0253 0.1289 0.9419
O1 -0.7667 -2.4935 0.3264
H1 0.5484 -2.6979 -1.2377
H2 -2.1148 -0.8629 -1.6170
H3 -2.4364 0.7688 -2.1830
H4 -2.3348 0.4526 -0.4603
H5 1.9049 0.0753 1.8905
H6 0.5298 -0.3002 2.9419
H7 1.0965 -1.5016 1.7829
H8 0.7764 2.0852 0.9441
H9 -0.9642 1.9806 0.6144
H10 -0.3627 1.7340 2.2557
H11 -0.2457 1.5634 -1.5101
H12 -0.0686 0.1304 -2.5019
H13 2.4551 -0.5888 -0.2396
H14 2.0797 0.2957 -1.5934
H15 -0.8783 -0.3558 1.0499

Properties
charge = +1
orbital gap = 0.3549 Ha
LUMO = -3.177 eV

Results of the Löwdin charge analysis, in e, for atoms 1 through 2: -0.06 -0.07

***

arrangement ii wins, 20.0 kcal/mol ahead of the next structure.

***

Arrangement i

Formula: C6H15N2O
Source: OMol25
Level of theory: the ωB97M-V functional and the def2-TZVPD basis

Element x y z (Å)
N1 -1.7638 -0.5440 -2.1325
C1 -0.6070 -1.3389 -1.7459
C2 0.6010 -0.4532 -1.4743
N2 0.5946 0.2399 -0.1339
C3 -0.6892 0.9281 0.2669
C4 -0.4471 1.6753 1.5642
O1 -0.0357 0.8019 2.5925
C5 1.1790 0.1691 2.2590
C6 1.0283 -0.6552 0.9940
H1 -2.6227 -1.0711 -2.0302
H2 -1.7053 -0.2643 -3.1066
H3 -0.2881 -2.0718 -2.4941
H4 -0.8557 -1.9178 -0.8526
H5 1.5162 -1.0430 -1.4928
H6 0.6788 0.3303 -2.2278
H7 1.2904 0.9888 -0.1887
H8 -1.4355 0.1486 0.3962
H9 -1.0012 1.5797 -0.5436
H10 -1.3737 2.1452 1.8887
H11 0.2979 2.4719 1.4154
H12 1.9819 0.9106 2.1365
H13 1.4466 -0.4825 3.0878
H14 1.9607 -1.1403 0.7096
H15 0.2497 -1.4074 1.1121

Properties
structure (SMILES) = NCC[NH+]1CCOCC1
charge = +1
orbital gap = 0.3930 Ha
LUMO = -2.838 eV

Results of the Löwdin charge analysis, in e, for atoms 1 through 2: 0.01 -0.25

***

Arrangement ii

Formula: C6H15N2O
Source: OMol25
Level of theory: the ωB97M-V functional and the def2-TZVPD basis

Element x y z (Å)
C1 1.2460 -1.1072 -1.0443
C2 0.1614 -0.7589 -0.7295
C3 -1.6238 -2.0198 0.4014
C4 -1.8263 -0.8036 -1.8025
C5 2.7598 2.2036 1.2277
C6 -1.2603 -0.6846 -0.3809
N1 1.9286 1.0314 0.9321
N2 -1.5587 0.6248 0.2136
O1 0.8170 1.4915 0.1959
H1 2.3114 0.2601 0.3170
H2 2.1236 -1.4257 -1.4780
H3 -2.5381 -2.4675 -0.0163
H4 -1.9078 -1.8866 1.5227
H5 -0.8901 -2.8179 0.3214
H6 -1.4275 -0.0890 -2.5890
H7 -1.6511 -1.8814 -2.2231
H8 -2.9390 -0.6620 -1.8201
H9 3.5119 2.4060 0.4383
H10 2.1280 3.0007 1.4277
H11 3.3848 2.0166 2.1285
H12 1.5864 0.7037 1.8392
H13 -2.0704 1.2376 -0.4169
H14 -0.1451 1.0956 0.4492
H15 -2.1208 0.5327 1.0860

Properties
charge = +1
orbital gap = 0.3987 Ha
LUMO = -2.950 eV

Results of the Löwdin charge analysis, in e, for atoms 1 through 2: 0.14 -0.14

***

Arrangement iii

Formula: C6H15N2O
Source: OMol25
Level of theory: the ωB97M-V functional and the def2-TZVPD basis

Element x y z (Å)
C1 0.4188 -0.9161 1.0942
C2 -0.0485 -1.6829 -0.0367
C3 2.8348 0.9549 -0.2057
C4 -3.3608 -0.0015 0.2807
C5 2.1963 -0.4363 -0.4760
C6 0.0520 0.7701 -0.4847
N1 -2.4016 -0.4937 -0.6716
N2 0.8346 -0.4001 -0.1082
O1 -0.2938 1.5284 0.5931
H1 -0.4671 -0.2845 1.4956
H2 1.1345 -1.1038 1.8869
H3 0.4957 -2.5199 -0.3025
H4 -1.2146 -1.5366 -0.2743
H5 3.9407 1.0798 -0.3271
H6 2.2936 1.7624 -0.7994
H7 2.6954 1.2230 0.9446
H8 -3.2875 -0.4917 1.2466
H9 -3.3926 1.0824 0.4032
H10 -4.4037 -0.3605 0.0636
H11 2.7740 -1.1347 0.0667
H12 2.2664 -0.5400 -1.5731
H13 -0.0346 1.1679 -1.5021
H14 -2.3803 0.0026 -1.6204
H15 -0.6517 2.3310 0.3066

Properties
charge = +1
orbital gap (alpha / beta) = 0.2905 / 0.3781 Ha
LUMO (alpha / beta) = -4.355 / -3.496 eV

Results of the Löwdin charge analysis, in e, for atoms 1 through 2: -0.11 0.05

***

arrangement i wins, 98.5 kcal/mol ahead of the next structure.